Formula: C27H29NO
Source: the Open Molecules 2025 dataset
Level of theory: ωB97M-V/def2-TZVPD

Last column: Löwdin charge in e.
Cartesian coordinates (Å):
C (-0.453, 1.677, 1.844)  -0.01
C (0.497, 0.568, 2.014)  -0.20
C (1.617, 0.243, 1.245)  -0.10
C (1.999, 1.011, 0.028)  -0.04
O (1.187, 0.335, -1.296)  -0.06
C (-0.148, 0.354, -1.392)  -0.33
C (-0.824, -0.884, -1.516)  0.01
C (-2.166, -0.943, -1.875)  -0.03
C (-2.930, 0.225, -1.964)  -0.17
C (-4.486, 0.195, -2.094)  -0.56
C (-5.131, 0.908, -0.895)  -0.06
C (-5.052, -1.226, -2.130)  -0.08
C (-4.977, 0.904, -3.359)  -0.06
C (-2.282, 1.459, -1.851)  -0.04
C (-0.928, 1.533, -1.515)  -0.02
C (3.441, 0.930, -0.471)  -0.18
C (4.398, 0.864, 0.537)  -0.08
C (5.775, 0.875, 0.271)  -0.08
C (6.213, 0.971, -1.057)  -0.10
C (5.262, 1.097, -2.088)  -0.07
C (3.872, 1.071, -1.801)  -0.01
C (2.206, -0.964, 1.771)  -0.10
C (3.261, -1.818, 1.460)  -0.03
C (3.492, -2.973, 2.217)  -0.09
C (2.603, -3.358, 3.236)  -0.09
C (1.501, -2.543, 3.566)  -0.03
C (1.348, -1.358, 2.865)  -0.15
N (0.313, -0.418, 2.950)  -0.05
C (-0.889, -0.566, 3.757)  -0.01
H (0.005, 2.512, 1.306)  0.08
H (-1.307, 1.329, 1.242)  0.09
H (-0.827, 2.060, 2.806)  0.09
H (1.612, 2.078, 0.071)  0.15
H (-0.257, -1.804, -1.377)  0.12
H (-2.634, -1.902, -2.103)  0.10
H (-4.817, 1.951, -0.835)  0.07
H (-6.225, 0.892, -0.971)  0.08
H (-4.857, 0.414, 0.040)  0.09
H (-4.712, -1.776, -3.010)  0.08
H (-4.779, -1.794, -1.238)  0.08
H (-6.148, -1.204, -2.171)  0.09
H (-4.627, 0.393, -4.258)  0.09
H (-6.073, 0.909, -3.394)  0.08
H (-4.644, 1.941, -3.402)  0.07
H (-2.845, 2.383, -2.039)  0.11
H (-0.438, 2.497, -1.389)  0.11
H (4.072, 0.823, 1.582)  0.12
H (6.494, 0.843, 1.104)  0.11
H (7.288, 0.960, -1.292)  0.10
H (5.600, 1.257, -3.125)  0.10
H (3.129, 1.204, -2.594)  0.11
H (3.923, -1.549, 0.618)  0.11
H (4.359, -3.595, 1.991)  0.10
H (2.777, -4.296, 3.766)  0.10
H (0.787, -2.850, 4.352)  0.10
H (-0.798, -1.503, 4.314)  0.08
H (-1.004, 0.282, 4.440)  0.09
H (-1.775, -0.620, 3.107)  0.10

Summary:
E = -1176.2305 a.u.
total charge = 0
SMILES = Cc1c([C@H](Oc2ccc(C(C)(C)C)cc2)c2ccccc2)c2ccccc2n1C
Kohn-Sham gap = 8.26 eV
largest force on an atom = 2.685 eV/A